No. 1
Density functional theory data (ωB97M-V with the def2-TZVPD basis set) for C47H48CaF4N4O4SSeSi as an isolated structure.

Geometry (Å):
C -3.28897 -0.60073 -4.37365
C -2.76530 -0.92591 1.43339
H -5.06161 -0.17756 -1.51953
H -0.33818 3.46056 2.04724
O -0.09241 -0.71258 -1.77737
H -4.23604 2.85356 -3.03653
H 1.10648 1.82044 -2.62128
H 3.58746 -1.81856 -0.67831
H -6.90882 -0.06828 -3.13860
H -0.18029 -1.49983 4.49271
H 7.23997 -2.30477 1.86198
C -5.89580 -0.23776 -3.48516
F -1.72906 -3.68720 -1.22156
C -1.93163 -0.73560 -4.82556
C -4.16460 -1.24563 3.84517
C 3.98366 0.51893 -4.93738
O -0.72158 -0.74891 2.63460
C -2.91882 5.89297 -2.72683
Ca 0.38437 -0.73829 0.21309
C 3.88860 -1.89073 2.23834
C 6.26856 -1.82509 1.84862
F -1.05294 -3.66632 0.83012
H 5.72847 1.46011 -0.02808
C 2.35220 2.83175 4.02098
C 6.12933 -0.52363 1.40653
C 0.65419 -3.41476 -0.89727
C 1.22554 3.50624 3.56444
C -4.84145 -1.28726 2.63932
F 0.29112 1.31691 0.82433
O 1.19196 -2.63854 -0.05476
C -1.06344 4.57534 -4.71312
C -0.07459 -0.59387 3.89006
C -2.78804 -1.06217 3.85293
H 7.01141 0.00545 1.05777
Si -2.15678 4.21533 -3.19579
N 2.62138 -0.24047 -1.64108
C 3.73715 -0.55350 1.77729
H 2.82467 -4.16209 1.21495
C 5.13367 -2.49766 2.26956
H 6.02060 3.43065 1.38508
H 3.31297 2.01178 -6.30733
N -2.02080 -0.77803 0.23085
H -0.10338 4.97642 -4.38183
H 3.39123 2.98300 1.05629
C 2.79936 1.66949 3.41018
H 1.82431 -3.09243 4.73022
H -2.26944 -1.04952 4.79833
C -5.64602 -0.36498 -4.85841
H -5.91300 -1.44119 2.61296
H 0.89019 4.41974 4.03624
O 1.03281 -3.80680 -1.98368
C 2.72800 0.41638 -2.85569
H 4.16668 3.01724 -0.52089
H -4.13419 -0.62163 -6.34674
H -1.52257 5.29140 -5.40318
C 0.53513 2.98003 2.47085
C 3.50022 -1.16308 -1.53199
H -2.14340 6.55228 -2.33093
C -2.43519 -0.58657 -2.04953
C 1.90491 1.46496 -3.26730
C 2.71897 -2.62238 4.31259
C -1.09284 -0.67328 -2.53590
H 5.22063 -3.51809 2.62684
C 5.04624 1.58067 0.82077
C -4.86810 -0.30220 -2.57522
H 0.97301 -0.42247 3.67579
H -3.22283 2.28561 -4.35582
C 5.78252 2.46503 1.83913
C 0.99672 1.83428 1.89017
H -0.48155 0.26426 4.43009
H -3.66716 5.75589 -1.94284
H -6.46144 -0.31070 -5.56947
C 3.15985 1.55576 -5.33637
C 2.70230 -2.66578 2.78041
F -0.64997 -5.38052 -0.41946
C -4.35288 -0.54036 -5.28719
H 1.79661 -2.17017 2.43504
C 2.65740 -4.11442 2.28936
H -4.21065 3.74197 -4.57302
H -4.65130 -1.18330 0.50292
C 3.83638 2.35569 0.28394
H 1.67745 -4.55221 2.49138
C 2.13873 1.11069 2.28883
C -3.59693 3.18273 -3.85817
C 2.13191 2.02441 -4.50821
C -3.53733 -0.49830 -2.99143
C -4.14111 -1.13622 1.45420
H 5.14633 2.64889 2.70693
H 3.40986 -4.73076 2.79093
H 0.12959 -0.82872 -4.30633
H 2.77062 -1.59254 4.67311
H 3.67346 1.15304 3.79072
S 4.58971 -1.34515 -2.88936
H -0.87022 3.64874 -5.26049
H 6.71152 2.00514 2.18148
C -0.71007 -4.03132 -0.42144
N 2.45235 -0.04007 1.66292
H 2.89920 3.22067 4.87350
C 3.75817 -0.04757 -3.68552
H -1.75597 -0.80376 -5.89459
C 4.90490 0.14516 1.36192
H 1.50046 2.83798 -4.84162
H 4.77704 0.15882 -5.58019
C -2.08544 -0.90950 2.66312
H -3.39617 6.38581 -3.58094
H 3.59439 -3.15410 4.69581
C -0.89614 -0.75119 -3.96858
Se -1.04257 3.29601 -1.54426
N -2.81109 -0.63934 -0.76000
H 3.06401 1.70827 -0.11205
H -4.69302 -1.36081 4.78334

Computed properties:
Net charge: -2
Orbital gap: 0.21111 hartree
E_HOMO: -1.7 eV
LUMO level: 4.02 eV

No. 2
Density functional theory data (ωB97M-V with the def2-TZVPD basis set) for C47H49BN13P2PbS2 as an isolated structure.

Geometry (Å):
N -0.15756 2.79199 -1.41423
H -4.06062 6.60632 0.43592
C 3.64220 0.83722 -4.05904
H 2.36145 -2.76368 -1.07480
C -0.02955 4.03473 2.42045
C -2.68079 5.00966 0.22652
P -0.87244 2.80558 0.11113
C -2.44013 3.72932 -0.22568
H 0.46140 4.97253 4.25111
C -3.37688 3.13249 -1.05848
C 0.22838 3.91852 1.03402
H -0.19522 4.85793 -1.79559
N 1.17528 0.33637 1.63141
N -6.26460 2.72995 1.54635
C -3.28148 -5.20633 1.41879
H 0.48714 -4.40099 -3.59972
H 4.73266 1.52760 0.76235
H 2.47566 2.46708 -0.81841
H -0.08193 -9.38432 0.57905
C -3.85359 5.64399 -0.02846
H 2.29301 2.25024 2.88282
H -1.02778 -8.98364 3.18455
N -0.43008 -7.31023 0.36261
H 1.57779 0.12890 -4.16959
H 1.66947 4.29793 -0.51765
H 1.50652 -3.84607 5.05423
C -1.41222 1.37189 -5.81835
C 2.44439 0.56624 1.60886
C -4.80603 5.02638 -0.75948
C 0.76833 4.82795 3.21743
H 0.24013 -6.16217 -1.50504
H 5.02070 0.30721 -0.50033
H -3.24093 2.26582 -1.68722
H 3.02666 -0.42432 -1.40985
H 3.83024 2.15649 2.09934
H -4.54721 -2.24982 1.58362
H 6.57615 -0.15881 1.51798
C -0.52140 -8.45440 1.00486
C 4.19506 2.19374 -2.15578
H 2.67874 5.78097 3.42706
H -0.13527 -1.96027 -2.45624
C 1.94512 5.34746 2.73049
C -4.52069 3.81334 -1.37374
C -3.96608 1.38837 1.69828
C 0.94004 -3.72339 4.15622
H -1.14216 3.86644 -2.90745
H 5.60250 1.63368 -3.64621
H 1.15269 -5.62835 3.08106
C -0.05733 -2.93475 -2.02452
N -0.18138 -2.76940 2.47426
H 5.40554 -1.44725 1.36232
H -5.39260 -4.82203 1.71691
C -0.54531 1.60740 -4.73656
C 4.54547 1.60654 -3.34805
C -2.81760 0.02115 -4.39818
C 4.66714 0.45987 0.50346
C 0.76721 -4.63863 3.14380
B -0.69227 -4.78586 0.98609
C 2.30049 0.78429 -3.69398
N -2.22344 -4.36267 1.24006
H 1.56343 -0.59105 -0.45621
H 0.55745 3.99431 -3.04900
C -3.97864 -3.15268 1.33878
H 3.41033 1.14647 3.46028
H -1.24856 1.87211 -6.77470
C 2.82061 -2.26115 -0.16400
H 0.92665 0.96953 2.43161
N 3.24102 0.08068 0.56759
C -2.49992 0.60476 -5.62024
C -0.22849 3.90718 -2.32423
H -2.09048 -0.27170 -2.42271
H -0.93077 3.59543 2.79664
C -3.17301 1.74019 2.82126
H -1.24773 -6.38263 3.35519
H 3.31977 5.48622 1.10936
C 2.64586 -0.78489 -0.42807
H 0.28244 2.25338 -4.88546
C 3.03583 1.53769 2.58014
N -3.86512 3.76646 4.25440
C -5.27238 2.18323 1.63916
N -0.38878 -3.06519 -0.73680
H -3.11181 -6.30804 1.43286
C 1.44274 4.43028 0.53525
C 0.14984 -5.10548 -1.50682
C 5.51095 -0.33358 1.53436
N 0.06818 -4.06086 2.15130
H 3.82097 -2.63134 -0.04496
P 0.16236 1.23901 -1.98182
C 1.88352 1.46400 -2.59402
C -3.60789 2.78265 3.65416
C -1.94709 0.23034 -3.35053
C -0.80078 1.04288 -3.50694
C 0.20944 -4.18465 -2.56823
S -2.00309 0.67036 3.36642
C -4.41568 -4.44898 1.58776
C 0.36249 -2.55602 3.62974
C -0.89483 -8.27675 2.37679
C -0.97825 -6.93003 2.50208
N -0.16959 -4.38688 -0.39106
C 2.80063 2.11321 -1.78701
N -2.65474 -3.10081 1.18498
H -1.94340 5.51208 0.81393
H -5.78863 5.42791 -0.87545
Pb -1.10258 -0.89896 0.90857
S -3.83443 0.02624 0.69507
H -3.61529 -0.70106 -4.41906
H 3.97161 0.34116 -4.94781
C 2.34335 5.09206 1.39636
H -3.16079 0.51884 -6.42687
H -5.22251 3.38330 -2.01590
H 2.17537 -2.46760 0.74465
H 4.93597 2.81774 -1.57628
H 5.05968 -0.13708 2.49191
H 0.44466 -1.54520 3.95261
N -0.73290 -6.33324 1.27016

Computed properties:
Net charge: 0
2S+1: 2
Orbital gap (spin up / spin down): 0.27919 / 0.22327 hartree
E_HOMO (spin up / spin down): -8.0 / -8.3 eV
LUMO level (spin up / spin down): -0.37 / -2.25 eV

What are the E values for these records? In order: -177045.02745; -115078.13386 eV.